w:
Formula: CHFO2
Source: the Open Molecules 2025 dataset
Level of theory: wB97M-V/def2-TZVPD

Calculated values
M = 64.02 Da
E_HOMO = -0.437 Ha
E_LUMO = -1.63 eV
HOMO-LUMO gap = 10.26 eV

Structure (XYZ):
```
5
CHFO2 wB97M-V/def2-TZVPD
C -0.038 -0.775 -0.207
O 0.465 -1.477 -1.023
O -0.932 -1.408 0.564
F -1.534 -0.419 1.593
H 0.143 0.415 -0.199
```

In the natural (NBO) picture, each atom carries the following charge in e:
1 C 0.606
2 O -0.503
3 O -0.111
4 F -0.154
5 H 0.162

x:
Formula: CHFO2
Source: the Open Molecules 2025 dataset
Level of theory: wB97M-V/def2-TZVPD

Calculated values
Structure (SMILES) = O=C=O.F
M = 64.02 Da
E_HOMO = -0.493 Ha
E_LUMO = 0.21 eV
HOMO-LUMO gap = 13.61 eV

Structure (XYZ):
```
5
CHFO2 wB97M-V/def2-TZVPD
O 0.772 0.635 -0.568
C 1.023 -0.377 -0.093
O 1.225 -1.389 0.363
F -1.906 0.473 -0.151
H -1.113 0.658 0.449
```

In the natural (NBO) picture, each atom carries the following charge in e:
1 O -0.524
2 C 1.014
3 O -0.486
4 F -0.564
5 H 0.560

Most favorable structure: x. The second most favorable one is 4.720 eV above it.

w:
Formula: C48H144O48
Source: the Open Molecules 2025 dataset
Level of theory: wB97M-V/def2-TZVPD

Calculated values
M = 1489.63 Da
E_HOMO = -0.340 Ha
E_LUMO = -0.49 eV
HOMO-LUMO gap = 8.76 eV

Structure (XYZ):
```
240
C48H144O48 wB97M-V/def2-TZVPD
C -11.265 1.102 -26.441
C -10.053 1.442 -25.552
O -8.767 1.449 -26.139
O -12.537 1.221 -25.801
H -11.154 0.151 -26.963
H -11.253 1.868 -27.216
H -9.926 0.785 -24.691
H -10.073 2.419 -25.071
H -8.213 1.592 -25.368
H -13.225 0.791 -26.314
C -13.083 -1.841 -27.513
C -14.421 -1.264 -27.438
O -14.467 0.116 -27.140
O -12.290 -1.200 -28.548
H -13.111 -2.930 -27.543
H -12.513 -1.635 -26.607
H -15.066 -1.796 -26.738
H -14.854 -1.292 -28.438
H -15.393 0.370 -27.113
H -12.596 -0.297 -28.437
C -9.898 3.727 -20.079
C -8.518 4.241 -19.700
O -7.490 3.272 -19.682
O -10.820 4.755 -19.991
H -10.219 2.839 -19.535
H -9.963 3.469 -21.136
H -8.553 4.733 -18.728
H -8.283 5.065 -20.374
H -6.682 3.651 -19.330
H -11.589 4.429 -20.464
C -13.334 -2.766 -14.740
C -13.217 -2.766 -16.250
O -14.311 -2.011 -16.818
O -12.884 -1.526 -14.179
H -12.624 -3.536 -14.438
H -14.346 -3.014 -14.418
H -13.343 -3.791 -16.596
H -12.284 -2.484 -16.738
H -13.995 -1.110 -16.719
H -12.794 -1.681 -13.236
C 0.779 1.097 -18.936
C -0.351 1.203 -19.914
O -1.612 0.933 -19.221
O 1.922 1.258 -19.776
H 0.839 0.110 -18.476
H 0.847 1.929 -18.235
H -0.314 0.484 -20.732
H -0.214 2.174 -20.392
H -1.778 -0.009 -19.303
H 2.549 0.597 -19.473
C -13.823 0.063 -22.424
C -14.373 -0.817 -23.570
O -15.750 -1.028 -23.324
O -13.179 -0.860 -21.534
H -14.648 0.582 -21.934
H -13.133 0.760 -22.899
H -13.905 -1.800 -23.617
H -14.154 -0.377 -24.542
H -15.835 -1.859 -22.851
H -12.772 -0.368 -20.817
C -6.613 -4.514 -23.820
C -5.850 -3.213 -23.620
O -4.533 -3.272 -24.041
O -6.851 -4.777 -25.205
H -7.603 -4.501 -23.364
H -6.099 -5.427 -23.520
H -5.963 -2.890 -22.585
H -6.405 -2.524 -24.256
H -4.168 -3.899 -23.412
H -6.931 -5.731 -25.274
C -9.900 -4.578 -19.728
C -8.386 -4.651 -19.813
O -7.882 -5.467 -18.742
O -10.342 -4.111 -18.379
H -10.259 -5.606 -19.773
H -10.368 -4.112 -20.595
H -7.968 -3.648 -19.730
H -7.954 -4.957 -20.765
H -7.744 -4.837 -18.031
H -10.527 -3.175 -18.485
C -0.432 -2.889 -20.123
C -1.051 -3.079 -21.533
O -2.436 -3.554 -21.561
O -0.936 -1.708 -19.556
H 0.653 -2.789 -20.095
H -0.707 -3.719 -19.472
H -0.506 -3.755 -22.191
H -1.119 -2.129 -22.063
H -2.610 -4.321 -21.011
H -1.669 -1.946 -18.983
C -11.011 -7.772 -23.274
C -12.114 -6.847 -22.713
O -11.675 -5.435 -22.505
O -10.610 -7.369 -24.575
H -11.476 -8.741 -23.460
H -10.189 -7.761 -22.559
H -12.441 -7.224 -21.744
H -12.971 -6.922 -23.382
H -12.290 -5.005 -21.907
H -10.550 -6.411 -24.604
C -3.780 -6.670 -19.959
C -4.712 -6.296 -21.151
O -4.034 -5.944 -22.329
O -3.041 -5.500 -19.575
H -3.088 -7.472 -20.214
H -4.368 -7.026 -19.114
H -5.415 -5.473 -21.018
H -5.245 -7.211 -21.411
H -3.384 -6.636 -22.470
H -2.698 -5.701 -18.701
C -10.861 -0.158 -18.061
C -12.303 0.428 -18.291
O -12.380 1.064 -19.566
O -10.677 -1.382 -18.696
H -10.686 -0.364 -17.005
H -10.060 0.548 -18.280
H -12.483 1.020 -17.393
H -12.983 -0.421 -18.359
H -12.775 1.928 -19.433
H -10.659 -1.279 -19.650
C -7.273 -1.930 -27.251
C -7.264 -3.050 -28.349
O -8.482 -3.273 -29.018
O -7.829 -0.781 -27.873
H -6.313 -1.666 -26.807
H -7.952 -2.052 -26.407
H -6.805 -3.945 -27.929
H -6.506 -2.744 -29.070
H -8.947 -2.444 -28.885
H -8.195 -0.154 -27.244
C -13.881 -4.996 -19.436
C -13.419 -3.571 -19.803
O -13.135 -3.464 -21.186
O -15.092 -5.348 -20.062
H -14.018 -5.037 -18.355
H -13.157 -5.746 -19.755
H -12.537 -3.256 -19.244
H -14.194 -2.904 -19.424
H -13.160 -2.523 -21.375
H -15.212 -6.262 -19.793
C -8.028 -0.541 -20.145
C -8.627 -0.847 -21.590
O -10.047 -0.982 -21.533
O -6.594 -0.619 -20.072
H -8.444 -1.295 -19.478
H -8.308 0.443 -19.769
H -8.062 -1.642 -22.078
H -8.379 -0.055 -22.297
H -10.254 -1.653 -22.188
H -6.276 -0.215 -19.262
C -6.360 2.570 -15.118
C -6.469 2.122 -16.567
O -7.026 0.801 -16.684
O -5.404 1.821 -14.381
H -7.257 2.399 -14.522
H -6.232 3.652 -15.132
H -5.511 2.361 -17.030
H -7.165 2.783 -17.083
H -7.904 0.844 -16.299
H -5.668 0.908 -14.512
C -7.561 2.719 -23.089
C -6.319 3.574 -22.928
O -5.811 4.179 -24.060
O -7.221 1.537 -23.869
H -8.310 3.349 -23.569
H -7.938 2.388 -22.122
H -5.561 2.890 -22.546
H -6.448 4.376 -22.202
H -5.656 3.506 -24.726
H -6.793 0.887 -23.307
C -4.769 -1.568 -17.428
C -4.223 -2.732 -18.218
O -2.862 -3.073 -18.028
O -4.908 -0.246 -18.027
H -4.213 -1.561 -16.490
H -5.777 -1.929 -17.220
H -4.501 -2.634 -19.267
H -4.706 -3.623 -17.817
H -2.805 -3.781 -18.674
H -5.535 0.284 -17.528
C -2.408 1.137 -16.035
C -1.044 0.415 -15.843
O -0.018 1.322 -15.208
O -2.782 1.868 -14.865
H -3.235 0.538 -16.416
H -2.239 1.878 -16.816
H -0.660 -0.087 -16.731
H -1.217 -0.477 -15.241
H -0.593 1.923 -14.727
H -3.707 2.110 -14.954
C -3.073 0.318 -23.432
C -3.719 -0.349 -22.184
O -5.056 0.146 -22.070
O -2.618 1.587 -23.126
H -3.653 0.243 -24.352
H -2.134 -0.201 -23.624
H -3.269 0.015 -21.261
H -3.744 -1.439 -22.187
H -5.497 -0.171 -21.278
H -3.224 2.018 -22.520
C -9.711 1.199 -14.327
C -11.250 1.062 -14.013
O -11.849 2.377 -13.878
O -9.442 1.834 -15.585
H -9.088 0.304 -14.308
H -9.383 1.849 -13.515
H -11.355 0.491 -13.091
H -11.659 0.418 -14.792
H -11.590 2.943 -14.608
H -9.758 2.737 -15.509
C -9.359 -3.051 -15.145
C -8.271 -2.608 -16.188
O -7.508 -3.623 -16.683
O -8.578 -3.220 -13.962
H -9.895 -3.960 -15.416
H -10.121 -2.321 -14.873
H -7.576 -1.877 -15.776
H -8.721 -2.084 -17.031
H -6.858 -3.812 -16.002
H -9.166 -3.447 -13.238
C -3.975 4.599 -18.255
C -3.564 3.783 -19.487
O -3.944 4.392 -20.694
O -5.408 4.534 -18.143
H -3.726 5.623 -18.534
H -3.384 4.293 -17.391
H -3.888 2.743 -19.473
H -2.502 3.538 -19.517
H -3.134 4.864 -20.897
H -5.696 5.361 -17.749
C -10.681 -2.630 -24.656
C -10.282 -3.549 -25.796
O -10.974 -4.758 -25.867
O -10.197 -2.941 -23.373
H -11.766 -2.606 -24.559
H -10.288 -1.621 -24.780
H -9.255 -3.808 -25.540
H -10.270 -3.046 -26.763
H -10.625 -5.302 -26.577
H -10.705 -3.714 -23.119
```

Results of the Mulliken charge analysis, in e, for atoms 1 through 8:
1 C -0.076
2 C 0.500
3 O -0.698
4 O -0.577
5 H -0.010
6 H 0.251
7 H -0.584
8 H 0.398

x:
Formula: C48H144O48
Source: the Open Molecules 2025 dataset
Level of theory: wB97M-V/def2-TZVPD

Calculated values
M = 1489.63 Da
E_HOMO = -0.333 Ha
E_LUMO = -0.10 eV
HOMO-LUMO gap = 8.96 eV

Structure (XYZ):
```
240
C48H144O48 wB97M-V/def2-TZVPD
C -17.411 -18.589 11.763
C -17.456 -17.743 10.544
O -17.027 -16.464 10.999
O -17.925 -19.873 11.484
H -18.055 -18.287 12.588
H -16.429 -18.598 12.235
H -18.519 -17.773 10.303
H -16.702 -18.063 9.825
H -16.836 -15.949 10.212
H -18.456 -20.116 12.246
C -24.479 -19.783 6.550
C -24.158 -19.357 5.057
O -24.791 -20.269 4.141
O -25.863 -19.632 6.766
H -23.876 -19.036 7.067
H -24.172 -20.795 6.815
H -23.081 -19.347 4.888
H -24.480 -18.351 4.785
H -25.721 -20.044 4.065
H -26.146 -18.766 6.465
C -26.449 -21.344 9.367
C -27.624 -21.976 8.708
O -27.562 -23.341 9.010
O -26.439 -21.584 10.827
H -26.482 -20.255 9.336
H -25.516 -21.733 8.960
H -27.534 -21.736 7.648
H -28.530 -21.525 9.113
H -28.088 -23.406 9.810
H -26.189 -22.509 10.871
C -19.586 -22.932 0.319
C -18.853 -23.683 1.444
O -19.274 -23.138 2.664
O -20.811 -23.569 0.072
H -19.068 -23.195 -0.603
H -19.577 -21.843 0.349
H -17.769 -23.581 1.479
H -19.060 -24.752 1.394
H -20.126 -23.511 2.902
H -20.613 -24.415 -0.336
C -22.600 -16.639 0.792
C -22.531 -17.228 2.198
O -21.251 -17.772 2.455
O -22.414 -17.649 -0.221
H -21.818 -15.884 0.717
H -23.573 -16.147 0.777
H -23.271 -17.998 2.416
H -22.925 -16.503 2.911
H -21.059 -17.881 3.389
H -22.185 -17.260 -1.068
C -21.218 -26.122 9.332
C -20.206 -24.982 9.396
O -18.981 -25.336 9.926
O -21.091 -26.840 8.192
H -22.213 -25.718 9.144
H -21.344 -26.604 10.301
H -20.581 -24.168 10.017
H -19.994 -24.567 8.411
H -18.428 -25.493 9.157
H -21.519 -27.678 8.381
C -23.185 -20.892 0.450
C -22.637 -21.299 1.843
O -23.578 -21.923 2.638
O -24.041 -19.796 0.437
H -23.642 -21.705 -0.114
H -22.281 -20.645 -0.107
H -22.311 -20.387 2.343
H -21.743 -21.894 1.658
H -23.959 -21.250 3.206
H -23.473 -19.031 0.324
C -15.088 -25.852 1.993
C -14.976 -24.504 2.659
O -14.586 -23.498 1.759
O -15.922 -25.763 0.909
H -15.587 -26.578 2.635
H -14.175 -26.179 1.497
H -14.187 -24.581 3.407
H -15.878 -24.231 3.208
H -15.317 -23.236 1.195
H -15.663 -25.012 0.370
C -17.594 -23.302 12.661
C -16.637 -24.393 12.272
O -17.289 -25.658 11.967
O -18.357 -23.657 13.770
H -18.340 -23.051 11.907
H -17.054 -22.370 12.824
H -15.959 -24.469 13.122
H -16.096 -24.092 11.375
H -18.033 -25.625 11.361
H -18.998 -24.329 13.525
C -25.355 -24.021 6.510
C -25.333 -25.106 7.579
O -24.500 -26.229 7.345
O -24.029 -23.475 6.496
H -26.028 -23.193 6.732
H -25.518 -24.558 5.576
H -26.311 -25.584 7.638
H -25.189 -24.660 8.563
H -23.705 -25.929 6.898
H -23.466 -24.241 6.359
C -18.995 -28.701 6.228
C -18.926 -29.299 7.586
O -19.348 -30.639 7.642
O -20.232 -28.928 5.581
H -18.235 -29.178 5.610
H -18.892 -27.617 6.280
H -19.461 -28.766 8.373
H -17.877 -29.185 7.860
H -20.305 -30.708 7.674
H -20.388 -29.854 5.778
C -24.740 -17.242 10.333
C -25.176 -18.510 11.114
O -24.843 -18.524 12.543
O -23.348 -17.011 10.257
H -25.275 -16.363 10.691
H -25.034 -17.225 9.284
H -24.648 -19.368 10.699
H -26.263 -18.544 11.034
H -25.137 -17.660 12.842
H -22.967 -17.746 9.772
C -12.830 -21.519 5.038
C -13.750 -21.082 3.871
O -13.161 -21.259 2.554
O -13.151 -22.684 5.719
H -12.969 -20.739 5.787
H -11.761 -21.459 4.834
H -13.904 -20.010 3.993
H -14.732 -21.535 4.003
H -13.428 -22.092 2.159
H -12.654 -22.657 6.540
C -15.187 -15.199 8.075
C -14.519 -13.818 8.015
O -14.642 -13.043 6.791
O -16.491 -15.153 8.584
H -14.614 -15.754 8.817
H -15.094 -15.765 7.148
H -13.439 -13.904 8.138
H -14.892 -13.265 8.877
H -13.893 -12.454 6.668
H -17.000 -15.873 8.204
C -23.142 -22.924 14.522
C -22.417 -22.448 13.246
O -22.194 -23.461 12.336
O -22.493 -24.113 15.047
H -24.168 -23.160 14.239
H -23.240 -22.174 15.308
H -21.413 -22.044 13.374
H -23.020 -21.721 12.702
H -21.801 -22.998 11.592
H -23.109 -24.720 15.462
C -20.755 -20.778 10.418
C -21.518 -19.423 10.300
O -21.923 -19.166 9.018
O -21.554 -21.898 10.103
H -20.296 -20.951 11.392
H -19.973 -20.727 9.660
H -20.839 -18.648 10.656
H -22.280 -19.456 11.079
H -21.315 -19.621 8.431
H -21.581 -21.997 9.149
C -12.920 -24.641 8.253
C -14.171 -24.376 9.086
O -13.791 -23.796 10.352
O -12.054 -23.502 8.263
H -13.101 -24.920 7.215
H -12.358 -25.431 8.751
H -14.761 -25.280 9.238
H -14.833 -23.773 8.464
H -13.214 -24.453 10.749
H -11.848 -23.414 9.197
C -17.602 -20.083 3.064
C -16.621 -19.979 1.847
O -17.277 -20.126 0.548
O -17.402 -21.296 3.669
H -18.652 -19.858 2.874
H -17.390 -19.440 3.918
H -15.714 -20.582 1.809
H -16.192 -18.977 1.860
H -17.977 -19.473 0.616
H -17.908 -21.969 3.208
C -19.943 -14.527 9.548
C -20.880 -14.021 10.670
O -22.197 -14.481 10.490
O -19.867 -15.941 9.617
H -18.927 -14.151 9.667
H -20.264 -14.273 8.538
H -20.745 -12.939 10.657
H -20.587 -14.315 11.678
H -22.176 -15.440 10.519
H -19.418 -16.181 8.803
C -22.680 -25.269 3.750
C -22.058 -26.080 4.983
O -22.079 -25.284 6.139
O -21.923 -24.126 3.352
H -23.745 -25.044 3.808
H -22.637 -25.972 2.918
H -21.054 -26.471 4.818
H -22.696 -26.953 5.119
H -21.653 -25.820 6.813
H -22.522 -23.447 3.033
C -19.079 -16.483 6.388
C -20.550 -16.842 6.331
O -20.784 -18.071 5.675
O -18.523 -17.123 7.568
H -18.912 -15.408 6.460
H -18.459 -16.893 5.591
H -21.071 -16.110 5.714
H -21.126 -16.798 7.255
H -20.256 -18.738 6.120
H -18.052 -17.877 7.205
C -16.435 -23.990 6.284
C -17.625 -24.892 6.612
O -17.434 -25.697 7.808
O -15.317 -24.709 5.905
H -16.287 -23.186 7.004
H -16.739 -23.403 5.418
H -17.835 -25.545 5.765
H -18.545 -24.308 6.620
H -16.669 -26.233 7.586
H -14.602 -24.081 5.775
C -15.749 -19.998 6.912
C -15.749 -20.444 8.387
O -17.124 -20.642 8.824
O -16.388 -18.732 6.645
H -16.027 -20.844 6.284
H -14.695 -19.843 6.680
H -15.298 -19.750 9.096
H -15.096 -21.305 8.531
H -17.185 -20.506 9.773
H -15.885 -18.246 5.988
C -19.649 -21.611 6.833
C -20.987 -22.045 6.283
O -21.957 -22.215 7.343
O -19.682 -20.212 7.178
H -18.879 -21.777 6.080
H -19.305 -22.217 7.671
H -20.883 -23.054 5.884
H -21.313 -21.456 5.425
H -22.817 -22.440 6.981
H -18.871 -20.094 7.678
```

Results of the Mulliken charge analysis, in e, for atoms 1 through 8:
1 C -1.501
2 C 1.630
3 O -0.737
4 O -0.385
5 H 0.529
6 H 0.306
7 H -0.825
8 H 0.259

Most favorable structure: x. The second most favorable one is 0.586 eV above it.